Entry from the OMol25 dataset: a single C20H26N4O3S molecule (ωB97M-V/def2-TZVPD).

CARTESIAN COORDINATES (ANGSTROEM)
C1 -0.7751 -2.0831 2.3145
H1 -1.2047 -3.0760 2.4824
O1 -1.7323 -1.1801 1.8117
C2 -2.2413 -1.4021 0.5672
C3 -2.0457 -2.5740 -0.1536
C4 -2.6336 -2.7384 -1.3956
C5 -3.4387 -1.7488 -1.9247
C6 -3.6293 -0.5774 -1.2115
C7 -3.0256 -0.3735 0.0186
C8 -3.1517 0.9509 0.7355
N1 -2.1612 1.9546 0.3551
C9 -2.3186 2.5016 -0.9842
H2 -2.3278 3.5969 -0.9149
H3 -3.2920 2.1973 -1.3675
C10 -1.2171 2.0863 -1.9842
N2 -0.6229 0.8282 -1.6008
C11 -0.2404 0.5809 -0.3418
O2 0.4327 -0.3899 -0.0338
C12 -0.7966 1.5755 0.6792
C13 0.1122 2.8257 0.7932
H4 -0.3739 3.6655 0.2993
C14 1.4402 2.6050 0.0872
O3 1.6346 3.0714 -1.0255
N3 2.3862 1.8956 0.7396
C15 2.1777 1.2151 1.9979
H5 1.5389 0.3394 1.8671
H6 3.1445 0.8781 2.3652
H7 1.7360 1.8873 2.7320
C16 3.5692 1.4930 -0.0071
C17 3.4324 0.0733 -0.4416
N4 3.6987 -0.9380 0.3038
C18 3.3948 -2.1201 -0.2921
C19 2.8828 -1.9951 -1.5471
S1 2.7667 -0.3424 -2.0001
H8 2.5663 -2.7678 -2.2179
C20 3.6390 -3.3952 0.4384
H9 3.3481 -4.2451 -0.1724
H10 4.6938 -3.4788 0.6949
H11 3.0673 -3.4036 1.3647
H12 4.4492 1.6007 0.6336
H13 3.6479 2.1532 -0.8735
H14 0.2562 3.0902 1.8391
H15 -0.8206 1.0597 1.6426
H16 -0.2571 0.2240 -2.3222
H17 -1.6413 1.9766 -2.9835
H18 -0.4344 2.8533 -2.0242
H19 -3.0484 0.7915 1.8109
H20 -4.1363 1.3863 0.5469
H21 -4.2671 0.1932 -1.6212
H22 -3.9144 -1.8836 -2.8844
H23 -2.4653 -3.6540 -1.9436
H24 -1.4286 -3.3639 0.2428
H25 -0.4536 -1.6678 3.2691
H26 0.0804 -2.1518 1.6367

Atoms 1-6, force components in eV/Å:
0.23 -0.18 0.05
-0.01 0.05 0.00
-0.28 0.17 -0.21
-0.29 0.00 -0.15
0.14 -0.05 0.24
-0.01 0.02 -0.02

Computed properties:
- Spin multiplicity: 1
- SMILES: COc1ccccc1CN1CCNC(=O)[C@H]1CC(=O)N(C)Cc1nc(C)cs1
- Total charge: 0
- Energy above the lowest of the compared OMol25 structures with the same formula, charge and spin: 183.7 kJ/mol
- HOMO energy: -0.303 Ha
- Orbital gap: 8.88 eV

Entry from the OMol25 dataset: 9 unconnected molecules or ions with the total composition C6H30O9 (ωB97M-V/def2-TZVPD).

CARTESIAN COORDINATES (ANGSTROEM)
C1 -2.8732 -1.6867 0.4324
C2 -4.3693 -1.6185 0.6640
O1 -5.0571 -2.1330 -0.5046
H1 -2.6527 -1.5995 -0.6114
H2 -2.4707 -2.7199 0.7189
H3 -2.3000 -1.0622 1.0836
H4 -4.6286 -0.5883 0.8195
H5 -4.7797 -2.2195 1.4784
H6 -5.9844 -1.9271 -0.4796
C3 0.5708 4.1695 3.2193
C4 0.9696 4.0153 1.7575
O2 2.3817 4.1025 1.6711
H7 0.6520 5.1557 3.6383
H8 1.2149 3.4575 3.7898
H9 -0.4651 3.8543 3.2896
H10 0.4915 4.7221 1.1112
H11 0.6803 2.9812 1.4799
H12 2.6494 4.9675 2.0204
C5 -0.2342 0.8642 -0.0236
C6 -0.3114 0.9740 -1.5538
O3 0.8460 0.3908 -2.1776
H13 -0.5324 -0.1145 0.4049
H14 -0.9576 1.5740 0.4282
H15 0.7687 1.0715 0.3284
H16 -0.3540 2.0717 -1.7273
H17 -1.2510 0.5108 -1.8529
H18 0.5217 -0.1967 -2.8898
O4 -0.2871 -1.5494 -3.8614
H19 0.4067 -2.2379 -3.7531
H20 -0.4384 -1.5561 -4.8347
O5 1.0877 -3.0490 1.2591
H21 0.8634 -2.7959 0.3447
H22 0.9699 -3.9916 1.2649
O6 1.4670 -3.6256 -3.6825
H23 1.1631 -4.2524 -3.0181
H24 2.2106 -3.2173 -3.2288
O7 3.7938 1.8072 -0.9129
H25 2.9785 1.5824 -1.3807
H26 3.5647 2.5053 -0.3158
O8 1.8579 -2.2067 -1.4118
H27 1.5172 -1.3070 -1.4022
H28 2.6088 -2.0967 -0.7832
O9 1.1143 -0.6410 3.0255
H29 1.6518 -1.0069 3.7493
H30 0.9449 -1.3783 2.4269

Atoms 1-6, force components in eV/Å:
0.09 -3.17 1.05
-0.80 -0.54 -0.71
1.23 0.06 -0.23
0.19 0.58 -0.57
-0.67 1.06 -0.49
0.09 0.89 0.12

Computed properties:
- Spin multiplicity: 1
- SMILES: CCO.CCO.CCO.O.O.O.O.O.O
- Total charge: 0
- Energy above the lowest of the compared OMol25 structures with the same formula, charge and spin: 223.6 kJ/mol
- HOMO energy: -0.377 Ha
- Orbital gap: 10.57 eV

Entry from the OMol25 dataset: a molecular structure, C6H7N (ωB97M-V/def2-TZVPD).

CARTESIAN COORDINATES (ANGSTROEM)
C1 1.9696 0.1593 -0.1325
C2 0.4940 0.1547 0.1296
C3 -0.6201 -0.1188 -0.8932
C4 -1.6029 0.6677 0.0719
C5 -1.3005 -0.7883 0.2620
N1 -0.0741 -0.8632 1.0539
C6 -0.3583 1.3783 0.1245
H1 2.2325 0.9451 -0.8454
H2 2.3115 -0.8029 -0.5280
H3 2.5002 0.3503 0.8035
H4 -0.7036 -0.2310 -1.9674
H5 -2.5535 1.0902 -0.2231
H6 -2.0392 -1.5852 0.2173
H7 -0.2555 -0.3562 1.9269

Atoms 1-6, force components in eV/Å:
0.03 0.04 0.06
0.50 -0.03 0.16
0.13 0.01 -0.45
-0.50 0.22 0.28
-0.25 -0.06 0.13
-0.04 -0.04 0.24

Computed properties:
- Spin multiplicity: 1
- Total charge: 0
- Energy above the lowest of the compared OMol25 structures with the same formula, charge and spin: 503.6 kJ/mol
- HOMO energy: -0.303 Ha
- Orbital gap: 9.29 eV

Entry from the OMol25 dataset: a molecular structure, C13H28Br4Cl4CsFLiO10P2S2 (ωB97M-V/def2-TZVPD).

CARTESIAN COORDINATES (ANGSTROEM)
C1 0.4402 -3.3893 -3.0404
C2 -0.9177 -3.5688 -3.1977
C3 -2.0050 -2.4202 -3.4598
C4 -1.8045 -1.0820 -2.5984
O1 -1.9220 0.0980 -3.4731
S1 -3.4197 0.8507 -3.2346
O2 -3.3853 2.1269 -2.5485
O3 -4.2930 1.0448 -4.4422
O4 -4.0309 -0.2149 -2.0597
C5 -2.8115 -0.7482 -1.4185
P1 -2.0147 0.2094 -0.0103
P2 -0.2382 1.2746 -0.6877
O5 0.8864 0.3872 -1.1284
O6 0.3074 2.1538 0.6107
O7 -0.5173 2.3623 -1.8815
H1 1.1168 -3.9132 -3.7564
H2 0.8624 -2.7188 -2.2401
H3 -1.2886 -4.6680 -3.1828
H4 -3.0756 -2.8603 -3.3025
H5 -1.9726 -2.1101 -4.5694
H6 -0.8465 -1.2442 -2.0424
H7 -3.1598 -1.7034 -0.9476
H8 -1.5124 -0.7547 0.9265
H9 0.5402 1.5255 1.3457
H10 -0.2855 1.9762 -2.7574
Cs1 -4.2843 -4.4148 -3.6593
Cl1 -5.3271 -1.3586 -1.0306
Li1 -5.6175 -0.2600 -4.9575
C6 -9.2060 0.5764 -0.9957
O8 -8.7645 -0.3825 -1.9482
H11 -10.2465 0.8223 -1.2049
H12 -9.1289 0.1613 0.0117
H13 -8.5994 1.4822 -1.0704
H14 -7.8403 -0.5841 -1.7413
C7 4.2188 -4.5691 -1.0958
Br1 2.4390 -3.9358 -1.5329
Br2 4.1797 -6.2942 -0.2180
Br3 5.3683 -4.5817 -2.6532
H15 4.6454 -3.8616 -0.3876
Br4 1.9626 -3.4890 1.0053
C8 1.3895 0.4307 4.3862
Cl2 2.8302 1.3771 4.0946
Cl3 0.2874 1.2755 5.5004
Cl4 0.5445 0.0591 2.8567
H16 1.6851 -0.5080 4.8459
C9 2.7369 2.7900 8.9841
S2 3.7544 2.4048 7.5404
O9 3.2462 1.1471 6.9630
C10 5.2496 2.0046 8.4645
H17 1.7322 3.0330 8.6389
H18 2.6927 1.9267 9.6503
H19 3.1568 3.6504 9.5090
H20 5.0497 1.1891 9.1613
H21 5.5921 2.8890 9.0059
H22 6.0151 1.6954 7.7532
F1 5.0000 0.4057 4.5486
C11 3.3476 1.1454 -3.0837
C12 2.4742 2.0904 -3.8618
O10 1.3186 1.8168 -4.1177
C13 3.0875 3.3915 -4.3119
H23 2.7761 0.2546 -2.8255
H24 4.2071 0.8495 -3.6902
H25 3.6838 1.6233 -2.1619
H26 3.9348 3.1944 -4.9715
H27 3.4124 3.9681 -3.4442
H28 2.3442 3.9717 -4.8600

Atoms 1-6, force components in eV/Å:
-2.00 0.52 -0.63
-0.62 -0.02 -0.16
-0.66 0.02 1.03
-1.02 -1.12 0.76
-0.90 0.57 -0.45
0.00 2.67 2.81

Computed properties:
- Spin multiplicity: 1
- Total charge: -1
- HOMO energy: -0.105 Ha
- Orbital gap: 1.33 eV

Entry from the OMol25 dataset: a single C2H7NO3 molecule (ωB97M-V/def2-TZVPD).

CARTESIAN COORDINATES (ANGSTROEM)
C1 0.6042 -0.2521 0.1789
C2 -1.1292 1.3156 -0.2811
N1 0.3559 -1.2575 -0.7915
O1 0.2585 1.0217 -0.2828
O2 -0.0326 -0.6169 1.3565
O3 1.9690 -0.3057 0.4310
H1 0.5309 -0.1602 2.0042
H2 2.2621 -0.8255 -0.3337
H3 -0.5675 -1.0697 -1.1659
H4 0.2371 -2.1052 -0.2412
H5 -1.7628 0.4816 0.0372
H6 -1.4217 1.6067 -1.2940
H7 -1.3037 2.1672 0.3824

Atoms 1-6, force components in eV/Å:
0.55 -0.28 -0.12
-0.31 0.34 -0.21
-1.18 -0.49 -0.50
0.29 -0.50 0.42
0.12 1.00 0.84
0.23 0.39 -0.49

Computed properties:
- Spin multiplicity: 1
- SMILES: COC(N)(O)O
- Total charge: 0
- Energy above the lowest of the compared OMol25 structures with the same formula, charge and spin: 112.5 kJ/mol
- HOMO energy: -0.390 Ha
- Orbital gap: 11.42 eV

Entry from the OMol25 dataset: a molecular structure, C37H56FN6PPdSi (ωB97M-V/def2-TZVPD).

CARTESIAN COORDINATES (ANGSTROEM)
Pd1 0.4190 0.5261 0.1143
C1 -0.5613 1.8023 4.6645
Si1 0.7486 1.0530 3.5359
C2 1.9681 0.2791 4.7538
C3 1.5605 2.5372 2.6810
N1 0.2211 -0.0649 2.3330
C4 -0.4445 -1.2249 2.6386
C5 -1.0603 -1.4810 3.8902
C6 -1.7625 -2.6433 4.1707
C7 -1.8898 -3.6510 3.2274
C8 -1.2707 -3.4737 1.9948
C9 -0.5794 -2.3134 1.7444
F1 0.0491 -2.2437 0.5328
H1 -0.0899 2.5471 5.3190
H2 -1.0489 1.0636 5.3073
H3 -1.3377 2.3068 4.0813
H4 2.1033 0.9446 5.6153
H5 2.9558 0.0835 4.3324
H6 1.5745 -0.6727 5.1310
H7 0.9327 3.4289 2.7857
H8 1.6867 2.3427 1.6166
H9 2.5433 2.7754 3.1065
H10 -0.9883 -0.7137 4.6502
H11 -2.2278 -2.7600 5.1432
H12 -2.4362 -4.5605 3.4451
H13 -1.3122 -4.2398 1.2275
C10 -1.5030 -1.3867 -2.3564
C11 -0.2356 -0.9163 -3.0888
C12 -0.4403 -0.9755 -4.6030
P1 0.2806 0.7182 -2.3524
C13 1.2898 1.5652 -3.6661
C14 1.6322 2.9800 -3.1724
C15 2.5419 0.7945 -4.1005
C16 -1.2558 1.7140 -2.4925
C17 -1.8528 2.0398 -3.6978
C18 -3.0320 2.7810 -3.7783
C19 -3.6611 3.1043 -5.1039
C20 -3.6210 3.2177 -2.5834
C21 -3.0520 2.9309 -1.3699
C22 -1.8521 2.1669 -1.2852
N2 -1.2756 1.8577 -0.0966
C23 -1.8635 2.4207 1.0708
C24 -1.5555 3.7358 1.4244
C25 -0.5490 4.5216 0.6218
C26 -2.2110 4.3015 2.5097
C27 -3.1807 3.6055 3.2253
C28 -3.8621 4.2374 4.4135
C29 -3.4650 2.3003 2.8447
C30 -2.8101 1.6827 1.7837
C31 -3.1623 0.2778 1.3657
H14 -1.6529 -2.4582 -2.4958
H15 -2.3783 -0.8631 -2.7495
H16 -1.4483 -1.1905 -1.2855
H17 0.5804 -1.5929 -2.8224
H18 -1.3419 -0.4326 -4.8948
H19 -0.5811 -2.0163 -4.9063
H20 0.4071 -0.5776 -5.1660
H21 0.6346 1.6537 -4.5329
H22 2.0150 2.9588 -2.1481
H23 0.7535 3.6283 -3.1814
H24 2.3970 3.4305 -3.8098
H25 2.3633 -0.2816 -4.1837
H26 3.3788 0.9520 -3.4192
H27 2.8624 1.1538 -5.0819
H28 -1.3978 1.7206 -4.6282
H29 -3.0497 2.7447 -5.9313
H30 -3.7928 4.1828 -5.2180
H31 -4.6493 2.6455 -5.1843
H32 -4.5388 3.7970 -2.6196
H33 -3.5175 3.2747 -0.4548
H34 0.2864 3.8901 0.3158
H35 -0.1627 5.3569 1.2052
H36 -1.0034 4.9274 -0.2882
H37 -1.9643 5.3212 2.7982
H38 -4.1334 5.2750 4.2058
H39 -3.1983 4.2375 5.2825
H40 -4.7654 3.6898 4.6853
H41 -4.2099 1.7304 3.3944
H42 -3.4851 -0.3127 2.2228
H43 -2.3062 -0.2178 0.9158
H44 -3.9722 0.2848 0.6286
C32 3.4730 -0.2957 1.5255
N3 4.8570 -0.7495 1.3641
C33 4.8403 -2.0567 0.7004
N4 4.1867 -1.9939 -0.6113
C34 2.8165 -1.5157 -0.4156
N5 2.7762 -0.1829 0.2306
C35 3.5421 0.7543 -0.6084
N6 4.9235 0.3207 -0.8200
C36 5.5626 0.1983 0.4975
C37 4.9005 -1.0120 -1.4375
H45 3.4735 0.6772 2.0090
H46 2.9223 -1.0015 2.1449
H47 4.3023 -2.7653 1.3305
H48 5.8658 -2.4068 0.5706
H49 2.2644 -2.2208 0.2039
H50 2.3292 -1.4377 -1.3888
H51 3.5468 1.7329 -0.1243
H52 3.0399 0.8362 -1.5636
H53 5.5773 1.1781 0.9783
H54 6.5919 -0.1408 0.3625
H55 5.9280 -1.3486 -1.5897
H56 4.4022 -0.9449 -2.4073

Atoms 1-6, force components in eV/Å:
0.24 0.20 -0.03
-0.15 0.11 -0.01
-0.01 -0.04 0.04
0.01 -0.07 0.06
0.01 -0.01 0.18
0.00 0.04 -0.52

Computed properties:
- Spin multiplicity: 3
- Total charge: 0
- Energy above the lowest of the compared OMol25 structures with the same formula, charge and spin: 23.5 kJ/mol
- HOMO energy (spin up / spin down): -0.235 / -0.235 Ha
- Orbital gap (spin up / spin down): 6.84 / 4.60 eV
- Expectation value of S²: 2.0455